# 1
Molecular formula: C7H6Br2N2O2
Method: DFT, ωB97M-V/def2-TZVPD

Properties
Highest occupied orbital energy: -9.553 eV
Molar mass: 309.9 g mol⁻¹
ΔE to the lowest compared entry with this formula, charge and spin: 0.263 eV

Geometry as ORCA input:
```
! RIJCOSX wB97M-V def2-TZVPD def2/J DEFGRID3
* xyz 0 1
C 1.894 1.653 0.821
C 1.885 0.312 0.450
C 0.607 2.236 0.852
C 0.714 -0.429 0.131
C -0.492 0.311 0.179
C 0.945 -1.825 -0.375
C -1.875 -0.209 -0.108
N -0.466 1.568 0.588
N -2.178 -0.446 -1.474
O -1.515 0.194 -2.249
O -2.961 -1.307 -1.777
Br -2.280 -1.646 1.035
Br -3.219 1.177 0.116
H 2.744 2.169 1.166
H 2.814 -0.362 0.513
H 0.454 3.236 1.180
H -0.065 -2.282 -0.756
H 1.808 -2.030 -0.976
H 1.184 -2.320 0.682
*
```

***

# 2
Molecular formula: C18H25F2IN2O
Method: DFT, ωB97M-V/def2-TZVPD

Properties
Highest occupied orbital energy: -8.844 eV
Molar mass: 450.3 g mol⁻¹
Structure (SMILES): NCCCNCCOCI.Fc1ccccc1.Fc1ccccc1

Geometry as ORCA input:
```
! RIJCOSX wB97M-V def2-TZVPD def2/J DEFGRID3
* xyz 0 1
N -0.564 2.699 -1.898
C -0.967 2.464 -3.277
C -1.996 1.345 -3.592
C -3.124 1.109 -2.568
N -3.000 -0.169 -1.865
C -1.882 -0.241 -0.946
C -1.904 -1.523 -0.110
O -2.381 -2.662 -0.812
C -1.589 -2.954 -1.919
I -2.035 -4.936 -2.591
H -0.033 1.930 -1.513
H -1.352 2.882 -1.294
H -1.349 3.412 -3.672
H -0.054 2.255 -3.845
H -2.457 1.612 -4.549
H -1.488 0.388 -3.769
H -3.196 1.961 -1.869
H -4.077 1.064 -3.101
H -3.859 -0.367 -1.367
H -0.954 -0.185 -1.529
H -1.851 0.606 -0.237
H -0.891 -1.712 0.271
H -2.565 -1.416 0.753
H -0.520 -2.944 -1.674
H -1.805 -2.292 -2.759
F 1.534 1.130 -0.859
C 2.219 0.024 -0.489
C 3.375 0.174 0.253
C 4.051 -0.970 0.654
C 3.578 -2.228 0.304
C 2.422 -2.345 -0.456
C 1.729 -1.213 -0.860
H 3.727 1.163 0.512
H 4.954 -0.875 1.243
H 4.111 -3.114 0.620
H 2.056 -3.325 -0.736
H 0.828 -1.275 -1.456
F -0.071 -0.465 2.161
C 0.436 0.201 3.220
C 0.175 -0.252 4.497
C 0.708 0.457 5.565
C 1.480 1.590 5.343
C 1.723 2.020 4.044
C 1.196 1.323 2.966
H -0.429 -1.138 4.640
H 0.517 0.119 6.575
H 1.891 2.138 6.180
H 2.321 2.904 3.867
H 1.361 1.633 1.943
*
```

***

# 3
Molecular formula: C5H15N2
Method: DFT, ωB97M-V/def2-TZVPD

Properties
Highest occupied orbital energy (alpha / beta): -19.514 / -19.463 eV
Molar mass: 103.2 g mol⁻¹
<S²>: 0.76
ΔE to the lowest compared entry with this formula, charge and spin: 3.613 eV

Geometry as ORCA input:
```
! RIJCOSX wB97M-V def2-TZVPD def2/J DEFGRID3
* xyz 2 2
C -0.068 1.751 1.123
C -0.932 1.066 0.095
C -1.496 -0.401 0.293
C -0.930 -1.555 -0.642
C 0.386 -1.248 -1.290
N 1.576 -1.380 -0.393
N 1.452 1.443 0.813
H -0.303 1.731 2.170
H -0.376 2.807 0.745
H -0.504 1.189 -0.876
H -1.830 1.675 -0.146
H -1.696 -0.905 1.320
H -2.583 -0.314 0.025
H -1.702 -1.749 -1.522
H -0.638 -2.499 -0.084
H 0.562 -1.966 -2.118
H 0.464 -0.233 -1.730
H 1.945 -2.301 -0.479
H 1.224 -1.260 0.639
H 1.663 1.940 -0.073
H 1.715 0.439 0.512
H 2.072 1.769 1.617
*
```

***

# 4
Molecular formula: C5H5N3
Method: DFT, ωB97M-V/def2-TZVPD

Properties
Highest occupied orbital energy: -7.371 eV
Molar mass: 107.1 g mol⁻¹
Structure (SMILES): c1n[nH]cc1C1=NC1
ΔE to the lowest compared entry with this formula, charge and spin: 4.159 eV

Geometry as ORCA input:
```
! RIJCOSX wB97M-V def2-TZVPD def2/J DEFGRID3
* xyz 0 1
C 0.579 -1.164 -0.946
N 0.052 -1.502 -2.135
N -0.485 -0.346 -2.558
C -0.312 0.676 -1.710
C 0.405 0.194 -0.586
C 0.545 0.707 0.778
N 0.641 1.075 1.965
C 2.005 1.524 1.591
H 0.979 -1.946 -0.479
H -0.715 -0.276 -3.539
H -0.803 1.546 -1.912
H 2.821 0.776 1.882
H 2.121 2.574 1.426
*
```

***

# 5
Molecular formula: C20H40O40S10
Method: DFT, ωB97M-V/def2-TZVPD

Properties
Highest occupied orbital energy: -10.851 eV
Molar mass: 1241.2 g mol⁻¹
Structure (SMILES): O=S1(=O)OCCO1.O=S1(=O)OCCO1.O=S1(=O)OCCO1.O=S1(=O)OCCO1.O=S1(=O)OCCO1.O=S1(=O)OCCO1.O=S1(=O)OCCO1.O=S1(=O)OCCO1.O=S1(=O)OCCO1.O=S1(=O)OCCO1
ΔE to the lowest compared entry with this formula, charge and spin: 6.525 eV

Geometry as ORCA input:
```
! RIJCOSX wB97M-V def2-TZVPD def2/J DEFGRID3
* xyz 0 1
O 0.756 5.403 -4.501
S -0.334 5.432 -3.510
O -1.201 6.581 -3.523
O -1.194 4.068 -3.671
C -0.799 3.094 -2.693
C -0.353 3.869 -1.458
O 0.365 4.952 -2.068
H -1.711 2.498 -2.682
H 0.018 2.443 -3.005
H 0.225 3.332 -0.706
H -1.142 4.396 -0.920
O -0.973 3.777 2.681
S -2.120 3.197 1.956
O -1.942 2.052 1.075
O -3.286 2.752 3.056
C -4.583 3.413 2.747
C -4.438 4.235 1.456
O -3.038 4.339 1.194
H -5.289 2.641 2.442
H -5.171 3.783 3.588
H -4.606 5.311 1.502
H -4.926 3.959 0.521
O -1.665 -4.446 1.668
S -1.643 -5.670 2.492
O -2.444 -6.819 2.010
O -0.016 -6.008 2.925
C 0.396 -4.991 3.881
C -0.804 -4.807 4.836
O -1.984 -5.184 4.126
H 1.266 -5.320 4.449
H 0.578 -4.071 3.326
H -0.869 -3.731 5.002
H -0.626 -5.422 5.718
O -0.720 -0.602 -3.668
S -1.003 -1.448 -4.871
O -2.343 -1.433 -5.400
O 0.128 -1.200 -5.981
C 1.200 -2.079 -5.889
C 0.520 -3.380 -5.441
O -0.593 -2.999 -4.685
H 1.833 -2.081 -6.776
H 1.947 -1.709 -5.186
H 1.085 -3.967 -4.718
H 0.330 -3.875 -6.394
O 3.148 -2.067 -2.915
S 4.323 -1.184 -3.079
O 4.207 0.046 -3.839
O 4.978 -0.834 -1.605
C 6.460 -0.864 -1.722
C 6.804 -1.294 -3.096
O 5.702 -1.971 -3.622
H 6.616 0.213 -1.663
H 6.901 -1.359 -0.858
H 7.568 -2.064 -2.984
H 7.195 -0.519 -3.756
O 6.406 4.814 0.507
S 5.724 5.628 -0.508
O 6.247 6.972 -0.752
O 5.608 4.632 -1.882
C 4.384 4.008 -2.032
C 3.788 4.147 -0.702
O 4.093 5.484 -0.279
H 3.933 4.564 -2.854
H 4.688 2.983 -2.244
H 4.030 3.476 0.122
H 2.718 4.190 -0.903
O 2.788 1.125 -1.250
S 2.262 0.652 0.010
O 2.855 1.127 1.236
O 0.641 0.787 -0.042
C -0.062 -0.512 -0.039
C 1.038 -1.634 0.172
O 2.252 -1.034 0.009
H -0.760 -0.503 0.797
H -0.408 -0.681 -1.059
H 1.002 -2.369 -0.632
H 1.028 -2.042 1.183
O -6.695 -3.311 3.272
S -5.334 -3.191 2.864
O -4.682 -4.285 2.060
O -5.103 -1.796 1.979
C -4.128 -0.934 2.441
C -3.371 -1.678 3.595
O -4.238 -2.679 4.070
H -3.605 -0.666 1.523
H -4.601 -0.003 2.753
H -2.992 -1.078 4.422
H -2.553 -2.195 3.093
O -5.071 -0.284 -1.325
S -4.379 -1.133 -2.312
O -4.435 -0.764 -3.754
O -2.816 -1.416 -1.769
C -2.688 -2.750 -1.259
C -4.093 -3.342 -1.085
O -4.889 -2.692 -2.034
H -2.026 -3.358 -1.876
H -2.259 -2.464 -0.299
H -4.541 -3.277 -0.094
H -4.146 -4.407 -1.308
O 0.188 1.230 7.091
S 0.150 0.564 5.826
O -0.902 -0.507 5.588
O 0.083 1.684 4.652
C 0.976 1.366 3.559
C 2.158 0.717 4.220
O 1.606 0.024 5.281
H 0.595 0.520 2.988
H 1.252 2.288 3.046
H 2.790 1.520 4.599
H 2.766 0.093 3.565
*
```

***

no.,F_max (eV Å⁻¹)
1,4.60
2,0.32
3,5.40
4,5.25
5,5.07